8
Properties=species:S:1:pos:R:3:forces:R:3:nbo_charge:R:1 method="wB97M-V/def2-TZVPD" e_lumo_ev=3.55 orbital_gap_ev=7.142 homo_ev=-3.60 relative_energy_kj_mol=0.0 energy_ev=-32588.2248 total_charge=-1
S 0.232615 1.695116 -0.031196 0.0 0.1 0.0 -0.886
H -0.948524 2.338498 -0.020747 0.0 -0.1 0.0 0.104
S -0.203812 -0.704437 -2.644086 0.0 0.2 0.0 -0.456
H 0.594208 -1.542190 -1.977092 0.0 0.0 0.1 0.121
H -0.091025 0.304448 -1.667087 0.0 -0.2 -0.1 0.213
S -0.204839 -0.768744 2.631226 0.0 0.1 0.0 -0.434
H 0.712216 -1.545304 2.047349 0.0 0.0 -0.1 0.123
H -0.090836 0.222614 1.661630 0.0 -0.1 0.0 0.215

90
Properties=species:S:1:pos:R:3:forces:R:3:lowdin_charge:R:1 method="wB97M-V/def2-TZVPD" e_lumo_ev=-1.47 orbital_gap_ev=8.355 homo_ev=-9.83 relative_energy_kj_mol=304.6 energy_ev=-62402.1114
O 0.013310 -1.064862 0.388276 -2.3 -1.5 0.8 -0.058
O -2.407338 0.638522 0.677694 -0.6 0.1 -0.3 -0.049
O -1.822928 -0.223923 -2.156096 0.7 0.5 0.8 -0.055
O 2.430312 -1.316965 1.764825 -2.2 -1.4 1.5 -0.053
O -0.984633 1.643742 2.699513 -0.9 0.5 0.1 -0.058
O 1.672955 2.196239 1.845301 -0.5 0.6 0.7 -0.055
O -1.642972 2.825800 -0.725959 0.2 -0.3 -0.4 -0.058
O 1.166200 3.093613 -1.002507 -2.4 0.2 1.6 -0.085
O -0.248902 -2.546656 -2.416087 -1.6 -1.4 -1.0 -0.080
O 1.467934 1.415140 -3.118592 0.0 2.0 -0.2 -0.019
O 2.105688 -3.044383 -0.787283 0.3 0.0 0.5 -0.074
O 2.079212 -1.417333 -3.125608 -0.2 0.2 -0.6 -0.066
O -0.541818 -3.483798 2.039216 -0.4 0.7 -0.3 -0.042
O -3.581639 -1.905743 -1.139108 -1.4 0.3 0.9 -0.077
O -4.969708 0.041685 0.164688 -0.5 -0.5 0.5 -0.006
O -3.346217 -3.616268 1.217827 -0.1 0.5 0.2 -0.059
O 4.672809 -0.878630 -1.924950 0.7 0.8 1.5 -0.034
O -2.740837 1.210707 -4.428883 -0.2 0.8 1.3 -0.061
O 1.065287 -5.335439 0.378747 -1.2 -1.1 1.6 -0.034
O -0.226738 -2.905804 4.664720 -3.2 -0.2 -1.0 -0.065
O 4.390139 1.833364 2.836869 0.5 -0.4 1.6 -0.069
O -3.858831 3.121854 -2.542761 -1.0 -0.7 0.3 -0.032
O -4.203578 -1.677976 3.290183 0.1 0.3 0.1 -0.026
O 5.138861 -0.798705 2.179935 0.2 -0.4 0.3 -0.058
O -1.553069 5.416026 -0.277761 -0.5 -0.8 -0.2 -0.089
O -0.156218 0.937659 -5.575022 1.0 -0.1 -0.2 -0.056
O -0.256882 4.781219 3.044355 1.7 1.9 -0.8 -0.033
O -3.087471 -4.104983 -2.552338 -0.9 -2.0 -1.8 -0.086
O 2.490050 -2.567588 4.486011 1.9 -1.4 -0.7 -0.060
O -1.984650 1.304565 5.266291 0.4 -0.4 -0.3 -0.126
H 0.842188 -0.682580 0.604834 1.5 0.5 0.6 -0.005
H -0.127882 -1.781153 1.100002 0.3 1.1 -1.3 0.069
H -3.193105 0.140644 0.442438 -0.7 0.4 0.3 0.014
H -1.748072 0.004703 0.414914 1.7 -0.7 0.2 0.018
H -1.264867 0.422314 -1.643708 -0.6 -0.8 -1.1 0.091
H -1.975042 0.069857 -3.062464 0.1 0.5 -0.1 0.039
H 3.268952 -0.936367 1.920137 2.1 0.7 -0.2 -0.028
H 2.231049 -1.693363 2.675843 0.1 0.5 -1.5 0.056
H -1.715445 1.508417 2.067651 0.3 -0.2 0.4 0.023
H -0.212890 1.280279 2.260662 0.7 0.1 0.0 0.026
H 1.367984 3.089203 2.112023 0.3 -0.6 0.0 0.053
H 1.557655 2.247242 0.894026 0.3 0.1 -0.9 0.010
H -2.266308 2.918667 -1.453325 -0.2 -0.2 -0.1 0.027
H -2.011055 2.200788 -0.085472 -0.2 -0.3 0.0 0.031
H 1.433124 2.553191 -1.736649 0.3 -0.6 -0.9 -0.033
H 0.163921 2.921824 -0.922117 2.2 0.6 -0.3 0.031
H -0.661810 -3.383822 -2.798993 0.7 1.6 0.8 0.098
H -0.971366 -1.873945 -2.454000 0.8 -0.5 0.3 0.030
H 0.780978 1.494231 -3.778543 -0.2 0.0 -0.6 0.013
H 1.473137 0.516915 -2.877622 0.4 -2.3 0.4 -0.014
H 1.226799 -2.658507 -0.944847 0.3 0.0 0.2 -0.001
H 2.423080 -2.678784 0.064951 -0.4 0.0 -0.5 0.036
H 2.291595 -1.379521 -4.062114 0.2 0.2 -0.1 0.060
H 1.235917 -1.904583 -3.116452 0.0 -0.1 0.5 0.004
H -1.399078 -3.682774 1.635676 -0.6 0.2 0.2 0.035
H 0.031109 -4.132129 1.643537 1.0 -0.7 -0.4 0.021
H -4.334646 -1.365236 -0.795868 0.7 -0.7 -0.4 0.046
H -2.973630 -1.250855 -1.495560 0.6 0.4 -0.3 -0.006
H -5.439800 0.732021 -0.273450 -0.3 0.9 -0.7 0.064
H -5.609980 -0.228331 0.830050 0.1 -0.3 0.3 0.086
H -3.356988 -3.044967 0.432423 0.1 -0.2 0.0 0.002
H -3.693377 -3.036118 1.924090 0.3 -0.3 -0.1 0.014
H 3.734594 -1.005100 -1.885720 -0.9 -0.3 -0.1 -0.020
H 4.927408 -1.186440 -2.768346 0.4 -0.5 -1.4 0.001
H -3.164710 1.815758 -3.743262 0.6 -0.8 -1.1 0.051
H -3.399529 0.983947 -5.079280 -0.5 -0.1 -0.2 0.063
H 0.316456 -5.612638 -0.145809 -0.2 -0.1 -0.3 0.047
H 1.680242 -4.959224 -0.216706 1.1 1.2 -1.2 -0.008
H 0.668088 -2.815510 4.811970 3.0 0.3 0.6 -0.080
H -0.302850 -2.982686 3.684786 -0.2 -0.2 0.8 -0.007
H 3.481738 1.551450 3.054490 0.2 0.5 -0.4 0.031
H 4.834600 1.964358 3.711508 -0.6 0.1 -1.1 0.070
H -4.656903 2.802383 -2.063267 0.8 0.4 -0.4 0.092
H -4.208419 3.658935 -3.260862 0.1 0.3 0.0 0.082
H -5.026033 -1.247717 3.074140 -0.6 0.0 -0.1 0.029
H -3.797659 -1.019287 3.870699 0.5 -0.2 0.1 0.061
H 5.103509 -0.005515 2.742789 0.3 0.0 -0.3 0.009
H 5.751153 -1.452267 2.556254 -0.3 0.6 -0.1 0.058
H -1.189333 5.144404 0.569684 0.3 0.4 0.3 0.001
H -1.758856 4.507319 -0.615903 0.4 1.3 0.3 -0.015
H 0.145230 0.532959 -6.413506 -0.9 0.4 0.8 0.067
H -1.104527 0.950876 -5.416147 -0.1 -0.2 -0.6 -0.010
H -0.760882 4.019880 3.229699 -1.5 -1.1 0.5 -0.013
H -0.712765 5.632793 3.141391 -0.2 -1.0 0.2 0.056
H -3.270275 -3.418133 -1.924271 -0.7 0.7 0.5 -0.051
H -3.955296 -4.480041 -2.895206 1.7 1.0 0.9 0.077
H 3.055328 -3.330391 4.147963 -1.3 1.2 0.5 0.115
H 3.137285 -2.088785 5.017339 -0.2 0.2 0.1 0.065
H -1.563014 1.355973 4.354962 -0.2 -0.5 1.4 -0.001
H -1.560904 0.606946 5.816365 -0.2 0.8 -1.1 0.041